1.
Formula: C4H10ClN2O
Source: OMol25
Level of theory: ωB97M-V/def2-TZVPD

```
18
Properties=species:S:1:pos:R:3
C 2.135 0.165 0.703
C -2.503 -0.799 -0.789
C -1.482 -0.176 -1.617
C -0.736 1.055 0.288
N 1.324 -0.777 0.730
N 3.311 0.296 1.331
O -1.158 1.035 -0.900
Cl -0.569 2.453 1.077
H -3.387 -0.205 -0.879
H -2.738 -1.840 -1.020
H -2.139 -0.884 0.250
H -1.777 0.235 -2.556
H -0.491 -0.679 -1.616
H 1.822 1.072 0.003
H -0.436 0.068 0.637
H 1.583 -1.649 1.224
H 4.045 0.950 1.058
H 3.197 -0.322 2.076
```

Lowest unoccupied orbital energy = -5.1 eV
HOMO energy = -13.46 eV
Total charge = +1
Energy above the lowest of the compared OMol25 structures with the same formula, charge and spin = 264.5 kJ/mol

---

2.
Formula: C30H47AuFP2
Source: OMol25
Level of theory: ωB97M-V/def2-TZVPD

```
81
Properties=species:S:1:pos:R:3
Au -0.989 1.252 -1.297
C -0.385 -2.476 2.771
C 0.974 -2.625 2.389
C 0.884 -1.062 4.066
C -0.441 -1.503 3.811
C 1.757 -1.767 3.200
C -1.533 -3.255 2.270
H -1.381 -3.572 1.231
H -2.459 -2.668 2.314
H -1.700 -4.168 2.866
C -1.633 -1.041 4.536
H -2.543 -1.508 4.144
H -1.754 0.047 4.444
H -1.571 -1.269 5.613
C 1.266 -0.083 5.099
H 1.157 -0.500 6.112
H 0.636 0.813 5.043
H 2.311 0.223 4.972
C 3.235 -1.699 3.222
H 3.661 -2.328 4.022
H 3.591 -0.676 3.403
H 3.669 -2.047 2.275
C 1.485 -3.592 1.400
H 1.774 -4.535 1.885
H 2.372 -3.205 0.887
H 0.729 -3.828 0.645
C -1.598 1.019 -3.671
C -1.989 -0.415 -3.770
C -1.166 -1.484 -4.579
C 0.311 -1.104 -4.524
C 0.730 -0.167 -3.404
C 1.196 1.074 -3.753
C 0.536 1.930 -4.830
C -0.946 1.542 -4.953
H -1.437 -1.584 -5.651
H 0.721 -0.762 -5.475
H -1.355 -2.526 -4.204
H -0.965 0.844 -5.818
H -2.362 1.703 -3.230
H -3.044 -0.525 -4.211
H -1.533 2.443 -5.197
H 0.652 3.017 -4.669
H 2.258 1.367 -3.564
H 1.128 1.744 -5.746
H 0.890 -2.009 -4.317
H 1.315 -0.695 -2.648
P -1.810 -0.824 -2.011
P 1.890 1.683 0.075
C 0.261 2.865 -1.776
C 1.697 2.851 -1.346
H -0.183 3.772 -2.198
H 0.213 2.225 -2.731
H 2.480 2.614 -2.124
H 1.894 3.803 -0.868
C 2.835 2.789 1.110
H 3.002 2.287 2.059
H 2.215 3.678 1.258
H 3.760 3.045 0.592
C 2.852 0.203 -0.499
H 3.915 0.484 -0.642
H 2.409 -0.197 -1.435
H 2.688 -0.514 0.322
C -3.514 -0.427 -1.568
H -3.963 -1.314 -1.100
H -4.125 -0.217 -2.465
H -3.514 0.469 -0.912
C -0.674 -2.161 -1.631
H 0.056 -1.762 -0.921
H -0.028 -2.562 -2.406
H -1.154 -3.027 -1.146
F -2.268 2.851 4.991
C -2.002 2.328 3.740
C -0.699 2.364 3.250
C -0.483 1.926 1.917
C -1.494 1.569 1.046
C -2.757 1.434 1.591
C -3.035 1.861 2.919
H 0.107 2.745 3.885
H 0.585 1.936 1.593
H -3.574 1.046 0.991
H -4.041 1.842 3.335
```

Lowest unoccupied orbital energy (alpha / beta) = -4.0 / -5.3 eV
HOMO energy (alpha / beta) = -9.10 / -9.01 eV
<S²> = 2.06
Total charge = +1
Energy above the lowest of the compared OMol25 structures with the same formula, charge and spin = 748.8 kJ/mol
2S+1 = 3

---

3.
Formula: C17H22AsF5N3O7PbS2
Source: OMol25
Level of theory: ωB97M-V/def2-TZVPD

```
58
Properties=species:S:1:pos:R:3
Pb 0.385 -0.376 0.149
O 1.572 0.165 3.256
C 1.794 1.230 2.759
O 2.988 1.631 2.249
C 0.749 2.285 2.508
C 0.626 3.429 3.271
C -0.368 4.331 2.919
C -1.174 4.059 1.824
C -0.975 2.880 1.127
N -0.031 2.000 1.464
H 1.281 3.605 4.112
H -0.506 5.238 3.492
H -1.946 4.748 1.513
H -1.580 2.619 0.268
F 2.493 -2.034 -2.837
C 2.901 -1.466 -1.714
C 3.114 -0.097 -1.675
F 2.918 0.628 -2.768
C 3.550 0.499 -0.505
F 3.760 1.808 -0.508
C 3.748 -0.248 0.654
S 4.219 0.470 2.190
C 3.538 -1.624 0.584
F 3.700 -2.382 1.666
C 3.120 -2.240 -0.584
F 2.910 -3.546 -0.623
O -2.343 -3.250 -0.576
S -1.734 -1.988 -1.214
O -2.428 -1.738 -2.440
O -0.280 -2.202 -1.375
O -1.881 -0.883 -0.202
N -2.789 -3.258 2.088
C -2.369 -2.064 2.845
C -0.911 -2.142 3.250
N -0.002 -2.288 2.097
H -3.802 -3.281 2.014
H -2.526 -4.107 2.581
H -2.365 -3.244 0.456
H -2.964 -1.928 3.751
H -2.531 -1.201 2.198
H -0.768 -2.961 3.966
H -0.651 -1.218 3.766
H -0.236 -3.124 1.568
H 0.944 -2.412 2.446
C -0.343 -0.502 -4.358
As -0.742 0.980 -3.228
C -2.601 1.337 -2.994
C -0.075 2.520 -4.147
O 0.053 0.898 -1.750
H -1.033 -0.496 -5.201
H -0.436 -1.434 -3.811
H 0.677 -0.346 -4.703
H -3.072 1.406 -3.973
H -2.646 2.305 -2.494
H -3.078 0.564 -2.401
H -0.677 2.707 -5.036
H 0.960 2.355 -4.437
H -0.134 3.377 -3.478
```

Lowest unoccupied orbital energy = -2.9 eV
HOMO energy = -12.16 eV
Total charge = +1
Energy above the lowest of the compared OMol25 structures with the same formula, charge and spin = 0.0 kJ/mol

---

4.
Formula: C9H9N3S
Source: OMol25
Level of theory: ωB97M-V/def2-TZVPD

```
22
Properties=species:S:1:pos:R:3
C -0.998 -2.184 -1.208
N -1.124 -1.994 0.227
C 0.129 -1.559 0.885
C 0.642 -0.202 0.445
C 2.033 -0.010 0.420
C 2.504 1.268 0.267
C 1.562 2.300 0.057
C 0.231 2.074 -0.064
C -0.337 0.804 0.230
N -1.706 0.596 0.148
C -2.592 1.600 -0.068
N -3.320 2.483 -0.173
S -2.390 -1.165 0.784
H -1.995 -1.782 -1.576
H -0.208 -1.713 -1.704
H -0.963 -3.314 -1.555
H 0.727 -2.464 0.642
H 0.051 -1.513 2.031
H 2.632 -0.824 0.488
H 3.529 1.364 0.222
H 1.840 3.241 -0.128
H -0.247 2.992 -0.370
```

Lowest unoccupied orbital energy = -0.2 eV
HOMO energy = -8.29 eV
Energy above the lowest of the compared OMol25 structures with the same formula, charge and spin = 302.1 kJ/mol
SMILES = CN1Cc2ccccc2N(C#N)S1